Record 1
12
Properties=species:S:1:pos:R:3:forces:R:3 method="wB97M-V/def2-TZVPD" lumo_energy_ha=0.03454 spin_multiplicity=1 gap_ev=10.23 homo_energy_ha=-0.3414
C 0.13507 1.01076 0.03022 -0.7 -2.1 0.3
C 1.38963 0.11023 0.02845 2.3 1.5 -1.8
C -0.18966 -1.30370 -0.23525 -4.6 -0.9 2.1
H -2.72021 0.19784 -0.19169 -1.5 1.0 -1.3
H 0.51080 1.91291 -0.51521 -1.7 -0.4 0.3
H -0.41540 1.07233 1.03376 1.6 0.9 -1.0
H 2.15597 0.42449 0.71224 0.0 -0.2 1.2
H 2.06891 0.15086 -0.90973 -1.5 0.5 0.6
H -1.05318 -2.14016 0.24916 2.9 2.0 -2.4
N -0.86684 -0.02894 -0.57714 1.4 -0.5 -0.4
N 0.98269 -1.22289 0.13172 1.1 -1.9 0.9
O -1.99779 -0.18371 0.24347 0.7 0.1 1.6

Record 2
12
Properties=species:S:1:pos:R:3:forces:R:3 method="wB97M-V/def2-TZVPD" lumo_energy_ha="0.01220 / 0.01713" spin_multiplicity=1 gap_ev="7.54 / 7.80" homo_energy_ha="-0.2650 / -0.2696"
N 1.78360 0.28691 -0.48282 0.0 0.0 -0.1
C 0.86577 -0.66075 -0.22352 0.1 -0.2 0.0
O 1.04398 -1.85241 -0.18948 -0.1 0.5 0.1
N -0.48251 -0.08617 0.03382 0.1 -0.1 -0.1
C -1.47582 -0.94639 -0.06401 -0.1 0.0 0.0
C -0.59962 1.25696 0.22831 -0.1 0.1 0.2
H 1.47205 1.22886 -0.67655 0.0 -0.1 0.0
H 2.71242 -0.01671 -0.72604 -0.1 0.0 0.0
H -1.29602 -1.91419 -0.50527 0.0 0.1 0.1
H -2.44903 -0.62861 0.28337 0.1 0.0 -0.1
H -1.61467 1.63383 0.19432 0.1 0.0 0.1
H 0.11644 1.71941 0.89820 0.0 -0.1 -0.2

Record 3
12
Properties=species:S:1:pos:R:3:forces:R:3 method="wB97M-V/def2-TZVPD" lumo_energy_ha=0.00702 spin_multiplicity=1 gap_ev=8.90 homo_energy_ha=-0.3199
C 1.42305 -0.48462 0.25023 0.1 0.0 0.1
N 0.48388 0.06082 -0.74246 0.1 0.1 -0.1
C -0.99484 -0.00312 -0.42956 -0.1 -0.2 -0.3
N -1.54326 -0.74502 -1.27399 0.1 0.3 0.4
C -1.50965 0.76710 0.72810 0.1 0.2 0.3
O -0.80603 1.46292 1.42863 -0.3 -0.3 -0.3
H 1.03253 -1.44605 0.59377 0.1 0.1 -0.1
H 1.51461 0.19502 1.10040 0.0 -0.1 -0.1
H 2.39846 -0.64060 -0.21649 -0.1 0.0 0.1
H 0.78400 0.98057 -1.07058 -0.1 -0.1 0.1
H -0.08843 -0.67082 -1.58098 0.1 0.0 0.0
H -2.59672 0.65401 0.89391 0.1 0.0 0.0